w.
Computed, not measured: the molecule C3H4ClFO, with ωB97M-V/def2-TZVPD.

Element x y z (Å)
1 C 0.932 0.116 0.223
2 C -0.411 0.763 -0.084
3 C -1.501 0.042 -0.149
4 H 1.954 -1.383 -0.406
5 H 1.749 0.851 0.126
6 H 1.026 -0.187 1.249
7 H -0.464 1.811 0.038
8 O 1.112 -1.025 -0.650
9 F -2.672 0.635 -0.363
10 Cl -1.724 -1.622 0.017

The SMILES is OC/C=C(/F)Cl. As for the multiplicity: 1. The calculation puts the frontier orbital gap at 10.3 eV.


x.
Computed, not measured: the molecule C3H4ClFO, with ωB97M-V/def2-TZVPD.

Element x y z (Å)
1 C -1.050 0.534 1.063
2 C -0.472 -0.692 0.424
3 C 0.438 -0.570 -0.480
4 H -2.672 1.056 1.771
5 H -0.769 1.435 0.459
6 H -0.533 0.726 2.124
7 H -0.905 -1.740 0.424
8 O -2.434 0.288 1.333
9 F 0.814 -1.628 -1.236
10 Cl 1.384 0.896 -0.609

The SMILES is OC/C=C(/F)Cl. As for the multiplicity: 1. The calculation puts the frontier orbital gap at 10.4 eV.


Stability, lowest: x


w.
Computed, not measured: a 2-piece molecular cluster, C3H4ClFO overall, with ωB97M-V/def2-TZVPD.

Element x y z (Å)
1 C -1.435 0.337 -0.287
2 C -0.089 -0.233 -0.341
3 C 1.284 -0.024 -0.307
4 O -1.093 -0.997 -0.745
5 F 0.142 -0.861 2.070
6 Cl -2.157 0.221 1.353
7 H -1.945 1.148 -0.931
8 H 1.556 0.420 0.634
9 H 1.723 0.895 -0.995
10 H 2.013 -0.906 -0.451

As for the multiplicity: 1. The calculation puts the frontier orbital gap at 7.6 eV.


x.
Computed, not measured: the molecule C3H4ClFO, with ωB97M-V/def2-TZVPD.

Element x y z (Å)
1 C -1.116 -0.143 -1.253
2 C 0.568 -0.280 0.464
3 C 1.127 0.345 1.516
4 H -2.062 -0.370 -0.483
5 H -0.663 -1.075 -1.941
6 H -1.413 0.555 -2.034
7 H 0.341 -1.253 0.356
8 O 0.132 0.458 -0.614
9 F 1.622 -0.358 2.556
10 Cl 1.465 2.120 1.432

The SMILES is CO/C=C(/F)Cl. As for the multiplicity: 1. The calculation puts the frontier orbital gap at 9.8 eV.


Stability, lowest: w


w.
Computed, not measured: a 13-piece molecular cluster, C14H54N10O13 overall, with ωB97M-V/def2-TZVPD.

Element x y z (Å)
1 C 4.367 1.658 -2.333
2 C 3.475 0.515 -2.733
3 O 2.521 0.911 -3.682
4 H 5.051 1.343 -1.555
5 H 3.748 2.505 -1.929
6 H 5.083 2.048 -3.014
7 H 2.818 0.320 -1.876
8 H 3.977 -0.411 -3.070
9 H 1.699 0.376 -3.715
10 C 1.253 -2.766 -3.757
11 O 2.481 -3.099 -4.278
12 N 0.558 -3.586 -3.068
13 N 0.728 -1.551 -4.136
14 H 0.806 -4.584 -2.963
15 H -0.289 -3.302 -2.551
16 H 1.177 -1.153 -4.948
17 H -0.208 -1.146 -4.023
18 C -4.033 1.732 -1.389
19 O -3.232 0.651 -1.475
20 N -4.500 2.247 -0.324
21 N -4.215 2.523 -2.420
22 H -4.487 1.634 0.511
23 H -5.374 2.810 -0.414
24 H -4.024 2.050 -3.384
25 H -5.102 3.110 -2.455
26 C -1.202 -0.064 5.220
27 O -0.451 0.374 6.303
28 N -0.827 -0.189 3.946
29 N -2.396 -0.463 5.494
30 H 0.164 0.055 3.829
31 H -1.358 -0.666 3.167
32 H -2.680 -0.072 6.374
33 H -3.122 -0.719 4.746
34 C 0.114 -0.350 -0.007
35 O 0.942 -0.618 1.080
36 N -0.996 0.280 0.158
37 N 0.240 -0.867 -1.191
38 H -0.961 0.742 1.029
39 H -1.678 0.486 -0.607
40 H 1.028 -1.410 -1.266
41 H 0.050 -0.352 -2.120
42 C -3.460 -0.512 2.316
43 O -3.988 0.546 1.594
44 N -4.015 -1.055 3.360
45 N -2.324 -1.070 2.023
46 H -5.055 -0.916 3.366
47 H -3.725 -1.949 3.675
48 H -1.825 -0.615 1.175
49 H -2.264 -2.097 2.016
50 C 2.334 -0.163 4.857
51 O 1.968 -0.949 3.778
52 H 3.421 -0.171 5.025
53 H 1.758 -0.565 5.673
54 H 2.029 0.873 4.567
55 H 2.808 -1.216 3.347
56 C 3.657 0.616 1.389
57 O 3.717 -0.772 1.600
58 H 4.445 1.186 1.865
59 H 2.755 0.958 1.829
60 H 3.597 0.854 0.330
61 H 3.020 -1.265 1.143
62 C -0.273 2.624 2.234
63 O -1.483 1.943 2.341
64 H 0.561 2.002 2.042
65 H 0.090 3.085 3.182
66 H -0.358 3.561 1.695
67 H -1.304 1.196 2.921
68 C 1.246 2.899 -1.030
69 O 1.442 3.838 -0.003
70 H 1.486 3.322 -2.001
71 H 0.234 2.564 -1.108
72 H 1.836 1.993 -0.816
73 H 0.786 4.505 -0.025
74 C -2.866 -2.404 -1.331
75 O -1.668 -2.674 -1.885
76 H -2.621 -1.858 -0.511
77 H -3.427 -3.354 -1.143
78 H -3.602 -1.697 -1.774
79 H -1.188 -1.930 -1.548
80 C -0.550 1.368 -4.093
81 O -1.070 0.234 -3.483
82 H 0.288 1.731 -3.558
83 H -1.315 2.164 -4.164
84 H -0.247 1.184 -5.180
85 H -1.932 0.479 -3.138
86 C 2.378 -3.461 -0.552
87 O 2.882 -2.197 -0.915
88 H 1.314 -3.553 -0.221
89 H 2.917 -3.794 0.401
90 H 2.608 -4.178 -1.265
91 H 3.840 -2.313 -1.171

As for the multiplicity: 1. The calculation puts the frontier orbital gap at 8.3 eV.


x.
Computed, not measured: a 13-piece molecular cluster, C14H54N10O13 overall, with ωB97M-V/def2-TZVPD.

Element x y z (Å)
1 C 0.685 -3.990 5.202
2 O -0.700 -3.949 4.961
3 H 1.137 -2.999 5.150
4 H 1.004 -4.535 6.090
5 H 1.175 -4.463 4.350
6 H -0.932 -4.260 4.083
7 C 5.944 4.467 2.936
8 O 6.209 5.829 3.321
9 H 6.200 3.879 3.818
10 H 4.919 4.348 2.585
11 H 6.669 4.072 2.225
12 H 5.888 6.287 2.540
13 C -4.039 -5.548 0.426
14 O -2.742 -5.573 0.912
15 H -4.041 -6.357 -0.304
16 H -4.808 -5.846 1.140
17 H -4.283 -4.556 0.047
18 H -2.601 -6.466 1.236
19 C -0.738 6.333 2.773
20 O -0.834 5.584 3.975
21 H 0.086 7.043 2.849
22 H -0.672 5.633 1.940
23 H -1.749 6.735 2.719
24 H -1.213 4.753 3.678
25 C 6.864 0.329 -2.190
26 O 5.651 0.829 -1.720
27 H 6.938 0.513 -3.262
28 H 7.700 0.811 -1.683
29 H 6.995 -0.742 -2.036
30 H 5.348 1.648 -2.120
31 C -2.754 0.760 8.422
32 O -1.752 1.203 7.532
33 H -2.901 -0.320 8.452
34 H -2.300 1.027 9.376
35 H -3.677 1.272 8.152
36 H -1.985 1.175 6.602
37 C 3.642 -4.365 0.257
38 O 3.963 -3.223 1.021
39 H 3.843 -4.105 -0.782
40 H 4.299 -5.213 0.448
41 H 2.660 -4.835 0.304
42 H 4.176 -2.509 0.416
43 C 2.129 5.750 -2.779
44 O 3.215 5.142 -2.742
45 N 2.010 6.888 -2.207
46 N 1.080 5.383 -3.415
47 H 1.169 7.377 -2.481
48 H 2.820 7.210 -1.698
49 H 0.313 6.038 -3.369
50 H 1.178 4.658 -4.111
51 C -6.335 -1.459 4.013
52 O -5.734 -1.042 3.062
53 N -7.631 -1.104 4.248
54 N -5.859 -2.275 4.856
55 H -8.024 -0.346 3.709
56 H -8.083 -1.642 4.974
57 H -6.434 -2.315 5.686
58 H -4.881 -2.523 4.820
59 C 2.456 -0.372 -6.247
60 O 1.682 0.450 -5.905
61 N 2.956 -1.159 -5.333
62 N 2.726 -0.748 -7.479
63 H 3.620 -1.865 -5.617
64 H 2.928 -0.891 -4.360
65 H 3.399 -1.470 -7.694
66 H 2.268 -0.324 -8.273
67 C 0.070 -5.515 -4.438
68 O 0.116 -6.728 -4.281
69 N 0.271 -4.925 -5.597
70 N -0.129 -4.664 -3.454
71 H 0.287 -5.476 -6.443
72 H 0.447 -3.931 -5.629
73 H -0.299 -3.698 -3.694
74 H -0.316 -4.999 -2.520
75 C -5.050 1.674 -4.678
76 O -6.235 1.447 -4.511
77 N -4.399 2.690 -4.258
78 N -4.241 0.968 -5.417
79 H -3.402 2.582 -4.375
80 H -4.843 3.407 -3.703
81 H -3.322 1.291 -5.683
82 H -4.639 0.128 -5.812
83 C -0.535 0.560 -0.107
84 C -0.141 0.885 1.368
85 O -1.318 0.963 2.179
86 H -1.217 -0.287 -0.035
87 H 0.319 0.261 -0.714
88 H -1.041 1.359 -0.650
89 H 0.526 1.747 1.325
90 H 0.583 0.111 1.622
91 H -1.730 0.113 2.007

As for the multiplicity: 1. The calculation puts the frontier orbital gap at 9.6 eV.


Stability, lowest: w